# 1
Formula: C39H39AlIN2O3PS3Si
Source: OMol25
Level of theory: ωB97M-V/def2-TZVPD

The geometry in XYZ format:
```
90
Properties=species:S:1:pos:R:3
Al 2.326 1.248 -0.330
I 3.291 4.356 -0.308
C 1.759 5.731 0.091
C 2.218 6.919 0.589
C 1.377 8.037 0.732
C 0.087 7.944 0.314
C -0.426 6.725 -0.196
C -1.769 6.708 -0.636
C -2.326 5.567 -1.125
C -1.561 4.392 -1.119
C -0.251 4.341 -0.693
P 0.251 2.561 -0.510
C -0.301 1.807 -2.066
C -0.863 0.531 -2.114
C -1.144 -0.040 -3.348
C -0.844 0.630 -4.525
C -0.261 1.889 -4.475
C 0.007 2.479 -3.251
C -0.848 2.098 0.858
C -0.340 2.330 2.136
C -1.126 2.098 3.254
C -2.424 1.632 3.100
C -2.930 1.395 1.829
C -2.145 1.622 0.708
C 0.389 5.552 -0.270
H 3.264 7.010 0.848
H 1.774 8.960 1.132
H -0.579 8.796 0.362
H -2.336 7.628 -0.579
H -3.348 5.542 -1.477
H -2.048 3.483 -1.446
H -1.077 -0.038 -1.214
H -1.599 -1.021 -3.381
H -1.055 0.170 -5.481
H -0.012 2.413 -5.387
H 0.458 3.464 -3.218
H 0.675 2.693 2.260
H -0.723 2.279 4.241
H -3.041 1.453 3.971
H -3.941 1.029 1.703
H -2.550 1.415 -0.274
C -0.224 -5.947 -0.006
C 0.372 -5.541 -1.190
C 1.124 -4.372 -1.222
C 1.292 -3.592 -0.078
C 0.672 -4.011 1.102
C -0.077 -5.176 1.142
Si 2.384 -2.071 -0.139
C 3.866 -2.235 0.981
C 3.841 -1.831 2.315
C 4.950 -2.003 3.131
C 6.104 -2.578 2.618
C 6.149 -2.977 1.290
C 5.037 -2.806 0.479
H -0.797 -6.866 0.025
H 0.266 -6.141 -2.086
H 1.594 -4.068 -2.151
H 0.778 -3.418 2.004
H -0.542 -5.489 2.069
H 2.855 -1.964 -1.537
H 2.951 -1.356 2.713
H 4.919 -1.678 4.163
H 6.974 -2.704 3.251
H 7.054 -3.406 0.882
H 5.092 -3.094 -0.564
C -3.303 -4.899 -2.073
C -3.218 -4.267 -0.695
N -2.420 -3.038 -0.774
C -2.211 -2.004 0.051
S 1.162 -0.432 0.489
N -2.796 -1.984 1.255
C -3.631 -2.923 2.009
C -5.119 -2.620 1.884
H -3.880 -5.822 -2.039
H -2.303 -5.139 -2.439
H -3.780 -4.221 -2.783
H -2.768 -4.980 -0.001
H -4.219 -4.027 -0.334
H -1.850 -2.994 -1.603
H -2.545 -1.161 1.779
H -3.333 -2.847 3.057
H -3.411 -3.942 1.707
H -5.339 -1.622 2.265
H -5.712 -3.338 2.454
H -5.441 -2.654 0.843
O 4.004 1.254 0.338
S 4.892 1.285 -0.934
O 5.744 0.142 -0.992
O 5.500 2.588 -1.043
S 3.331 1.139 -2.323
```

Results
DFT total energy in hartree: -4210.47217
HOMO level in eV: -7.791
HOMO-LUMO gap in eV: 7.4
Relative energy (zero: lowest compared OMol25 entry of this formula, charge and spin) in kJ/mol: 8.8
Net charge: 0
Maximum force in hartree/bohr: 0.0068
2S+1: 1
LUMO in eV: -0.374



# 2
Formula: C6H8
Source: OMol25
Level of theory: ωB97M-V/def2-TZVPD

The geometry in XYZ format:
```
14
Properties=species:S:1:pos:R:3
C 2.244 0.889 -0.102
C 1.586 -0.367 0.344
C 0.169 -0.429 0.134
C -0.691 -1.287 0.736
C -0.982 0.324 -0.574
C -1.927 -0.720 0.093
H 2.424 1.428 0.846
H 1.701 1.570 -0.778
H 3.252 0.694 -0.489
H -0.534 -2.055 1.490
H -1.152 1.343 -0.212
H -0.986 0.327 -1.669
H -2.675 -0.315 0.783
H -2.428 -1.402 -0.603
```

Results
DFT total energy in hartree: -233.24298
HOMO level (spin up / spin down) in eV: -7.818 / -7.817
HOMO-LUMO gap (spin up / spin down) in eV: 7.4 / 7.4
Relative energy (zero: lowest compared OMol25 entry of this formula, charge and spin) in kJ/mol: 378.1
Net charge: 0
Maximum force in hartree/bohr: 0.0075
2S+1: 1
LUMO (spin up / spin down) in eV: -0.399 / -0.398



# 3
Formula: C3H7NO2S
Source: OMol25
Level of theory: ωB97M-V/def2-TZVPD

The geometry in XYZ format:
```
14
Properties=species:S:1:pos:R:3
C -0.900 0.859 -0.139
C 0.172 -0.065 0.534
C -0.196 -1.306 1.333
N 0.865 -0.364 -0.704
O -0.181 0.426 -2.841
O 1.081 2.058 -1.706
S 0.282 0.898 -1.579
H -1.833 0.490 -0.458
H -1.202 1.588 0.505
H 0.828 0.625 1.221
H -0.740 -1.973 0.705
H -0.882 -0.916 2.125
H 0.769 -1.828 1.742
H 1.938 -0.490 -0.738
```

Results
DFT total energy in hartree: -721.86220
HOMO level in eV: -10.171
HOMO-LUMO gap in eV: 10.8
Relative energy (zero: lowest compared OMol25 entry of this formula, charge and spin) in kJ/mol: 263.7
Net charge: 0
Maximum force in hartree/bohr: 0.0660
2S+1: 1
LUMO in eV: 0.609